Entry 1:
Here is C4H8O2 in the gas phase from the OMol25 dataset. Energies are from the ωB97M-V functional and the def2-TZVPD basis.

```
! RIJCOSX wB97M-V def2-TZVPD def2/J DEFGRID3
* xyz 0 1
O 1.893 1.051 0.240
C 1.709 -0.326 0.006
C 0.262 -0.797 0.191
C -0.741 0.057 -0.547
C -2.003 0.442 0.087
O -0.934 1.373 -0.013
H 1.026 1.476 0.294
H 2.051 -0.585 -1.008
H 2.344 -0.883 0.706
H 0.171 -1.837 -0.151
H 0.005 -0.776 1.257
H -0.692 0.042 -1.637
H -2.217 0.081 1.093
H -2.875 0.682 -0.519
*
```

For the HOMO energy, the calculation gives -10.1 eV. Its strongest force on any atom is 0.54 eV/Å. As for the energy relative to the best compared isomer or geometry (same formula, charge and spin): 2.085 eV. As for the SMILES: OCC[C@H]1CO1. Its LUMO energy is 1.1 eV. The frontier orbital gap comes out at 11.14 eV. The electronic energy is -8371.19653 eV.

Atom charges from the natural (NBO) analysis, given in e for atoms 1 to 2: -0.727 -0.050



Entry 2:
Here is a molecular structure, C45H58B2Ca2Cl2F4Li2N2O19SSi2 at a distorted geometry from the OMol25 dataset. Energies are from the ωB97M-V functional and the def2-TZVPD basis.

```
! RIJCOSX wB97M-V def2-TZVPD def2/J DEFGRID3
* xyz 2 1
C 2.033 3.812 2.630
C 1.557 4.210 1.149
O 0.174 3.719 0.943
B -0.041 3.592 -0.482
O 0.262 4.733 -1.331
Si -0.767 1.876 -1.146
C -0.140 0.549 0.103
C -1.104 0.293 1.366
C -0.784 -1.206 1.934
C 0.703 -1.332 2.518
C 1.335 -2.691 1.899
C 1.609 -2.603 0.317
C 2.642 -1.406 -0.026
C 4.111 -1.727 0.587
Si 5.499 -0.784 -0.330
C 7.220 -1.685 -0.227
C 5.072 -0.733 -2.220
C 5.756 1.028 0.261
C 6.993 1.553 1.031
C 7.021 3.110 1.382
C 5.898 4.111 1.018
C 4.660 3.565 0.278
C 4.632 2.056 -0.065
C -2.674 2.030 -1.015
Cl -3.107 3.696 -1.749
C -3.515 0.953 -1.856
C -3.344 -0.562 -1.365
Cl -3.276 1.106 -3.702
N -0.144 1.434 -2.767
C -0.054 2.589 -3.697
C 1.112 0.650 -2.708
C 1.270 -0.749 -3.482
O 2.086 1.114 -2.073
H 2.610 4.650 3.165
H 1.098 3.600 3.264
H 2.680 2.860 2.593
H 2.188 3.703 0.330
H 1.630 5.345 0.965
H 1.217 4.664 -1.595
H 0.839 0.987 0.537
H 0.114 -0.454 -0.379
H -2.223 0.300 1.142
H -0.924 1.001 2.242
H -0.942 -1.948 1.078
H -1.593 -1.450 2.719
H 1.355 -0.412 2.361
H 0.599 -1.544 3.649
H 0.603 -3.574 2.051
H 2.288 -2.974 2.457
H 0.612 -2.497 -0.252
H 2.052 -3.612 -0.037
H 2.327 -0.410 0.441
H 2.667 -1.303 -1.163
H 4.290 -2.849 0.411
H 4.164 -1.536 1.722
H 7.825 -1.352 -1.136
H 7.761 -1.428 0.757
H 6.970 -2.812 -0.269
H 4.111 -0.100 -2.313
H 4.905 -1.775 -2.665
H 5.874 -0.158 -2.810
H 7.837 0.831 1.318
H 7.931 3.551 1.963
H 5.918 5.221 1.287
H 3.793 4.258 -0.020
H 3.712 1.662 -0.606
H -3.052 2.095 0.074
H -4.629 1.221 -1.698
H -3.456 -1.254 -2.279
H -4.158 -0.875 -0.612
H -2.333 -0.809 -0.900
H -0.113 2.182 -4.786
H -0.819 3.427 -3.453
H 1.012 3.032 -3.559
H 1.693 -1.585 -2.836
H 0.312 -1.052 -4.050
H 2.057 -0.554 -4.309
C -6.341 -2.477 -2.579
O -5.130 -2.898 -2.234
H -7.011 -2.140 -1.767
H -6.401 -1.610 -3.265
H -6.997 -3.199 -3.100
Li -5.659 -3.293 -4.530
B -2.768 7.507 -5.290
O -2.616 6.057 -5.573
C -3.405 5.410 -4.707
O -3.514 4.199 -4.665
C -4.092 6.374 -3.841
O -4.866 6.103 -2.962
O -3.724 7.613 -4.174
O -1.475 8.103 -4.938
C -1.232 9.079 -5.832
O -0.251 9.768 -5.829
C -2.341 9.151 -6.784
O -2.435 9.912 -7.706
O -3.258 8.221 -6.472
Ca -1.027 4.501 -5.013
C 6.032 3.384 -5.536
F 5.906 3.114 -6.858
F 7.268 3.913 -5.380
F 5.159 4.392 -5.276
S 5.747 1.890 -4.466
O 6.759 0.925 -4.878
O 4.379 1.463 -4.765
O 5.919 2.363 -3.095
C -11.091 -1.073 -1.301
N -9.821 -1.837 -1.178
O -9.510 -2.236 -0.066
O -9.177 -2.014 -2.202
H -11.551 -0.997 -0.318
H -10.844 -0.086 -1.690
H -11.737 -1.619 -1.989
F 5.992 2.602 3.674
Li 7.771 2.379 3.265
C -3.595 -7.316 3.296
C -3.922 -8.352 4.168
C -3.421 -8.353 5.465
C -2.581 -7.322 5.890
C -2.236 -6.299 5.009
C -2.754 -6.291 3.714
C -1.306 -5.224 5.431
O -1.008 -4.327 4.659
C -0.740 -5.263 6.797
C 0.181 -4.291 7.190
C 0.708 -4.311 8.477
C 0.310 -5.297 9.379
C -0.603 -6.270 8.989
C -1.123 -6.261 7.695
C -2.067 -7.322 7.279
O -2.412 -8.187 8.064
H -3.993 -7.310 2.285
H -4.569 -9.158 3.837
H -3.682 -9.160 6.142
H -2.498 -5.489 3.028
H 0.493 -3.518 6.494
H 1.428 -3.558 8.779
H 0.716 -5.308 10.385
H -0.905 -7.038 9.695
Ca -6.575 -4.295 -0.799
*
```

For the HOMO energy, the calculation gives -10.1 eV. Its strongest force on any atom is 4.65 eV/Å. Its LUMO energy is -9.1 eV. The frontier orbital gap comes out at 0.98 eV. The electronic energy is -190614.82595 eV.

Atom charges from the Mulliken analysis, given in e for atoms 1 to 2: -1.099 0.873



Entry 3:
Here is a molecular structure, C35H52OP4RhS at a distorted geometry from the OMol25 dataset. Energies are from the ωB97M-V functional and the def2-TZVPD basis.

```
! RIJCOSX wB97M-V def2-TZVPD def2/J DEFGRID3
* xyz 3 5
Rh -0.750 1.649 -1.191
P 0.850 2.793 -0.302
P -2.028 1.819 0.622
P -1.664 3.262 -2.335
H -0.029 -3.176 -7.103
C 0.103 -2.137 -7.415
C 1.308 -1.561 -7.335
H 2.159 -2.128 -6.936
C 2.111 1.633 0.302
C 0.590 3.937 1.105
C 1.801 3.818 -1.468
C -3.383 0.647 0.295
C -1.495 1.227 2.266
C -2.818 3.368 1.131
C -0.850 3.146 -3.956
C -1.685 5.026 -1.871
C -3.405 2.789 -2.633
H -0.764 -1.638 -7.857
H 1.510 -0.551 -7.711
H 2.268 0.858 -0.456
H 1.772 1.131 1.212
H 3.049 2.169 0.476
H 0.181 3.442 1.994
H -0.074 4.753 0.799
H 1.578 4.353 1.347
H 1.931 3.272 -2.408
H 2.767 3.985 -0.971
H 1.302 4.775 -1.646
H -4.049 0.619 1.166
H -2.939 -0.344 0.139
H -3.949 0.939 -0.595
H -2.323 1.309 2.983
H -0.643 1.772 2.677
H -1.180 0.185 2.169
H -3.382 3.147 2.042
H -3.505 3.752 0.380
H -2.092 4.144 1.371
H -1.489 3.540 -4.751
H -0.625 2.102 -4.190
H 0.090 3.705 -3.948
H -2.476 5.536 -2.436
H -0.736 5.507 -2.123
H -1.884 5.171 -0.804
H -3.804 3.424 -3.431
H -4.044 2.905 -1.749
H -3.441 1.745 -2.963
C -0.566 -1.515 -2.481
C -1.935 -1.369 -2.769
C -2.344 -0.859 -4.011
C -1.378 -0.472 -4.945
C -0.018 -0.564 -4.650
C 0.374 -1.140 -3.449
S 0.079 -2.060 -0.960
H 0.707 -3.132 -1.341
H -2.668 -1.657 -2.021
H -3.408 -0.754 -4.253
H -1.648 -0.081 -5.926
H 0.730 -0.292 -5.401
H 1.413 -1.344 -3.215
O 0.606 -0.693 1.659
P 1.041 -1.846 2.530
C -0.329 -3.020 2.743
C -1.061 -3.038 3.940
C -2.208 -3.826 4.054
C -2.764 -4.428 2.922
C -2.104 -4.311 1.695
C -0.845 -3.721 1.642
C 2.582 -2.573 1.879
C 2.550 -3.664 0.996
C 3.739 -4.219 0.518
C 4.970 -3.692 0.925
C 5.013 -2.556 1.743
C 3.821 -1.986 2.202
C 1.529 -1.164 4.131
C 1.849 -2.051 5.165
C 2.157 -1.549 6.432
C 2.118 -0.170 6.675
C 1.826 0.715 5.631
C 1.536 0.225 4.357
H -0.708 -2.461 4.787
H -2.650 -3.968 5.036
H -3.702 -4.977 2.997
H -2.529 -4.707 0.776
H -0.269 -3.821 0.724
H 1.598 -4.109 0.718
H 3.699 -5.097 -0.133
H 5.897 -4.176 0.613
H 5.967 -2.131 2.059
H 3.856 -1.119 2.868
H 1.826 -3.125 4.976
H 2.378 -2.260 7.228
H 2.317 0.221 7.677
H 1.787 1.792 5.805
H 1.305 0.929 3.553
*
```

For the HOMO energy (spin up / spin down), the calculation gives -15.2 / -15.3 eV. Its strongest force on any atom is 4.43 eV/Å. As for the energy relative to the best compared isomer or geometry (same formula, charge and spin): 0.985 eV. Its LUMO energy (spin up / spin down) is -7.9 / -12.3 eV. The frontier orbital gap (spin up / spin down) comes out at 7.32 / 2.98 eV. The electronic energy is -90156.70989 eV.

Atom charges from the Mulliken analysis, given in e for atoms 1 to 2: -0.022 0.856



Q: Number 1 is which compound?
A: C4H8O2



Copy entry 1 word for word.
Here is C4H8O2 in the gas phase from the OMol25 dataset. Energies are from the ωB97M-V functional and the def2-TZVPD basis.

```
! RIJCOSX wB97M-V def2-TZVPD def2/J DEFGRID3
* xyz 0 1
O 1.893 1.051 0.240
C 1.709 -0.326 0.006
C 0.262 -0.797 0.191
C -0.741 0.057 -0.547
C -2.003 0.442 0.087
O -0.934 1.373 -0.013
H 1.026 1.476 0.294
H 2.051 -0.585 -1.008
H 2.344 -0.883 0.706
H 0.171 -1.837 -0.151
H 0.005 -0.776 1.257
H -0.692 0.042 -1.637
H -2.217 0.081 1.093
H -2.875 0.682 -0.519
*
```

For the HOMO energy, the calculation gives -10.1 eV. Its strongest force on any atom is 0.54 eV/Å. As for the energy relative to the best compared isomer or geometry (same formula, charge and spin): 2.085 eV. As for the SMILES: OCC[C@H]1CO1. Its LUMO energy is 1.1 eV. The frontier orbital gap comes out at 11.14 eV. The electronic energy is -8371.19653 eV.

Atom charges from the natural (NBO) analysis, given in e for atoms 1 to 2: -0.727 -0.050



Q: Look up the electronic energy of the third one.
A: -90156.70989 eV



Q: The highest electronic energy belongs to which entry?
A: C4H8O2